This record from the OMol25 dataset describes a structure of composition C45H34CoN9O5 at a distorted geometry. The level of theory is the ωB97M-V functional and the def2-TZVPD basis.

```
94
Properties=species:S:1:pos:R:3:mulliken_spin:R:1
Co 0.971 0.139 -0.384 2.1554
C 1.798 4.021 -2.888 -0.0246
C 2.539 3.362 -1.975 0.0502
N 2.494 1.973 -1.894 0.0340
C 0.587 0.580 -3.081 0.0916
C -0.279 1.285 -3.841 -0.0795
N -0.134 2.680 -3.871 -0.0097
C 0.700 -0.870 -3.016 0.0095
C 0.123 -1.735 -3.947 0.0397
C 0.212 -3.098 -3.751 -0.0252
C 0.995 -3.560 -2.700 0.0327
C 1.606 -2.652 -1.850 -0.0114
N 1.385 -1.327 -1.946 0.0390
C 2.544 -3.119 -0.800 -0.0166
C 2.352 -4.309 -0.116 0.0019
N 3.102 -4.650 0.927 0.0005
C 4.056 -3.791 1.273 -0.0027
C 4.315 -2.649 0.520 0.0017
N 3.565 -2.316 -0.518 0.0004
C -0.514 -4.044 -4.635 -0.0020
C -1.238 -5.099 -4.091 -0.0012
C -1.936 -5.945 -4.940 0.0005
N -1.950 -5.816 -6.267 -0.0011
C -1.247 -4.806 -6.781 0.0003
C -0.527 -3.902 -6.016 -0.0002
H 1.687 5.100 -2.866 0.0202
H 3.175 3.870 -1.256 0.0046
H -1.104 0.854 -4.406 0.0030
H -0.421 -1.330 -4.793 0.0027
H 1.177 -4.621 -2.587 0.0032
H 1.565 -5.005 -0.391 0.0006
H 4.624 -4.016 2.168 0.0001
H 5.136 -1.984 0.767 0.0001
H -1.272 -5.243 -3.018 0.0004
H -2.518 -6.766 -4.536 0.0000
H -1.259 -4.721 -7.863 0.0000
H 0.033 -3.103 -6.490 -0.0003
O 4.215 0.904 5.173 0.0002
C 3.326 0.475 4.394 0.0006
C 1.324 -0.912 3.664 0.0010
O -0.636 -2.452 4.141 0.0005
C 1.981 -0.945 2.279 0.0220
C 2.681 0.143 1.851 -0.0095
O 2.747 0.492 0.601 0.0193
C 3.369 0.967 2.927 0.0021
O 3.877 2.021 2.618 0.0002
O 1.240 -1.620 1.275 0.0148
C -4.078 1.631 4.541 0.0000
C -3.333 2.877 4.135 -0.0002
C -3.455 4.056 4.856 0.0002
C -2.768 5.209 4.495 -0.0001
C -1.925 5.176 3.397 -0.0001
C -1.774 4.006 2.665 0.0008
C -2.481 2.857 3.019 0.0015
N -2.362 1.645 2.313 0.0005
C -1.600 1.423 1.172 0.0164
N -1.769 2.342 0.179 0.0063
C -0.960 2.468 -0.979 0.0754
C 0.165 1.773 -1.095 -0.0813
C 1.182 1.357 -1.930 -0.1862
C 1.180 3.168 -3.911 0.8090
C -1.128 3.496 -3.268 0.0179
C -1.503 3.420 -1.984 -0.0190
C -2.569 4.389 -1.526 -0.0024
N -0.876 0.374 1.023 0.0038
C -0.542 -0.458 2.134 0.0001
C 0.167 -0.009 3.182 0.0044
C 2.249 -0.349 4.700 -0.0012
C 0.786 -2.299 3.980 0.0036
C -0.046 -2.819 2.896 -0.0024
C -0.146 -1.844 1.724 -0.0114
C -0.928 -2.446 0.577 -0.0011
H -4.786 1.854 5.339 0.0000
H -3.397 0.857 4.908 0.0000
H -4.630 1.210 3.697 -0.0001
H -4.101 4.067 5.727 0.0000
H -2.876 6.115 5.079 0.0000
H -1.358 6.055 3.117 0.0000
H -1.062 3.976 1.848 -0.0003
H -2.381 0.815 2.892 -0.0003
H -2.432 3.068 0.371 -0.0027
H 3.068 1.567 -1.160 -0.0041
H 1.853 2.465 -4.388 -0.0219
H -1.523 4.287 -3.897 0.0191
H -2.808 5.090 -2.324 -0.0016
H -2.233 4.968 -0.661 0.0003
H -3.493 3.870 -1.257 0.0000
H 0.223 1.041 3.464 0.0017
H 2.054 -0.587 5.744 -0.0001
H 1.394 -2.949 4.596 0.0001
H -0.075 -3.879 2.652 -0.0008
H -0.530 -3.434 0.327 -0.0012
H -0.890 -1.816 -0.312 0.0068
H -1.971 -2.547 0.882 0.0013
```

Computed properties:
**2S+1**: 4
**Net charge**: -1
**Maximum force**: 0.020 Eh/bohr
**Gap between HOMO and LUMO (alpha / beta)**: 4.460 / 4.453 eV



This record from the OMol25 dataset describes a structure of composition C45H34CrI2N12O4S at a distorted geometry. The level of theory is the ωB97M-V functional and the def2-TZVPD basis.

```
99
Properties=species:S:1:pos:R:3:mulliken_spin:R:1
Cr -1.043 0.503 0.181 3.1548
C 2.645 -2.299 -2.803 0.0033
C 2.721 -1.673 -1.528 0.0005
N 1.736 -1.731 -0.638 0.0009
C 0.622 -2.383 -1.020 -0.0440
C 0.598 -3.039 -2.257 0.0144
N 1.593 -2.999 -3.168 -0.0007
C -0.446 -2.547 0.029 0.0076
C -0.829 -3.846 0.276 0.1141
C -1.764 -4.126 1.279 0.0377
C -2.211 -3.070 2.082 0.1286
C -1.745 -1.765 1.839 0.0771
N -0.958 -1.479 0.686 0.1052
C -2.093 -0.639 2.631 0.0989
C -2.846 -0.711 3.847 0.0104
N -3.106 0.359 4.544 0.0784
C -2.721 1.579 4.030 0.1466
C -2.101 1.669 2.844 -0.0097
N -1.697 0.565 2.118 0.1346
C -2.162 -5.520 1.633 -0.0234
C -3.524 -5.833 1.878 0.0239
C -3.889 -7.108 2.199 -0.0020
N -3.057 -8.146 2.205 0.0109
C -1.788 -7.881 1.921 -0.0046
C -1.293 -6.637 1.608 0.0112
H 3.497 -2.165 -3.484 0.0001
H 3.606 -1.165 -1.221 0.0000
H -0.305 -3.561 -2.540 0.0020
H -0.390 -4.626 -0.382 0.0162
H -2.889 -3.333 2.907 0.0035
H -3.040 -1.679 4.301 -0.0018
H -3.049 2.443 4.603 0.0075
H -1.938 2.670 2.428 0.0146
H -4.179 -4.990 1.997 -0.0060
H -4.939 -7.197 2.525 -0.0001
H -1.133 -8.708 1.998 0.0000
H -0.232 -6.458 1.457 0.0031
I -5.895 -0.455 -0.811 0.0001
C -4.816 1.340 -0.997 0.0057
C -5.372 2.592 -1.394 -0.0049
C -4.649 3.778 -1.330 0.0070
I -5.536 5.476 -2.141 0.0000
C -3.360 3.795 -0.956 -0.0139
C -2.524 4.956 -0.841 0.0116
C -1.244 4.877 -0.329 -0.0103
C -0.786 3.591 0.045 0.0477
N -1.460 2.504 -0.092 -0.0864
C -2.744 2.598 -0.520 0.0110
C -3.498 1.344 -0.567 -0.0133
O -2.946 0.198 -0.220 -0.0251
H -6.362 2.607 -1.862 -0.0007
H -2.927 5.865 -1.215 0.0007
H -0.588 5.719 -0.238 0.0002
H 0.191 3.655 0.484 -0.0014
C 1.478 -2.950 -6.828 0.0001
C 1.011 -1.857 -5.886 -0.0005
C -0.320 -1.931 -5.446 -0.0012
C -0.868 -1.088 -4.479 -0.0008
C -0.057 -0.047 -4.102 0.0051
C 1.221 0.129 -4.575 -0.0012
C 1.777 -0.797 -5.471 0.0008
S -0.663 1.103 -2.918 0.0067
O 0.182 2.238 -2.998 0.0015
O -2.019 1.336 -3.175 0.0045
O -0.418 0.353 -1.669 -0.0430
H 0.680 -3.110 -7.598 0.0000
H 1.515 -3.938 -6.278 0.0000
H 2.442 -2.759 -7.354 0.0000
H -0.792 -2.828 -5.758 0.0000
H -1.912 -1.209 -4.163 -0.0002
H 1.821 0.980 -4.300 -0.0003
H 2.747 -0.629 -5.829 0.0002
C 2.273 2.224 -0.780 0.0104
C 2.024 1.320 0.442 0.0298
N 0.932 0.816 0.914 -0.0650
C 1.239 0.127 2.113 0.0385
C 2.552 0.216 2.331 -0.0150
N 3.040 0.982 1.300 0.0008
C 4.405 1.475 1.296 -0.0001
N 4.416 2.866 1.673 0.0003
N 5.037 3.794 0.919 0.0001
N 5.181 4.866 1.619 0.0000
C 4.617 4.669 2.866 0.0000
C 4.535 5.506 3.953 0.0002
C 3.915 5.022 5.108 -0.0002
C 3.468 3.679 5.223 0.0006
C 3.569 2.819 4.103 -0.0005
C 4.146 3.351 2.960 -0.0003
H 1.388 2.209 -1.373 -0.0039
H 3.170 1.827 -1.324 0.0007
H 2.364 3.289 -0.548 0.0013
H 0.553 -0.488 2.639 -0.0122
H 3.158 -0.191 3.142 0.0001
H 4.890 1.464 0.339 0.0007
H 4.969 0.832 1.895 -0.0008
H 4.980 6.493 3.920 0.0000
H 3.951 5.773 5.861 -0.0001
H 3.032 3.320 6.115 0.0001
H 3.236 1.827 4.096 0.0005
```

Computed properties:
**2S+1**: 5
**Maximum force**: 0.083 Eh/bohr
**Gap between HOMO and LUMO (alpha / beta)**: 5.583 / 6.844 eV



Among the records above, which one has the lowest maximum force?
C45H34CoN9O5